# C4H9NO3

2 unconnected molecules or ions with the total composition C4H9NO3 at a distorted geometry (ωB97M-V/def2-TZVPD, the OMol25 dataset).

Last column: Löwdin charge in e.
Positions of all 17 atoms, in Å:
C: 1.734 0.257 0.333  0.031
C: 1.727 -0.478 -0.780  -0.552
O: 2.266 -1.724 -0.812  0.068
O: 1.137 -0.143 -1.943  0.038
H: 2.262 -0.091 1.205  0.060
H: 1.365 1.265 0.323  0.061
H: 2.207 -2.038 -1.726  0.115
H: 0.394 0.523 -1.774  0.088
C: -1.647 1.062 1.320  0.002
C: -1.288 0.425 0.004  -0.586
N: -1.386 -0.921 -0.032  0.182
O: -1.005 1.071 -1.000  0.013
H: -1.860 2.115 1.177  0.086
H: -0.801 0.968 1.998  0.083
H: -2.509 0.570 1.768  0.082
H: -1.513 -1.460 0.805  0.111
H: -1.083 -1.402 -0.865  0.117

Calculated values
Relative energy (zero: lowest compared OMol25 entry of this formula, charge and spin), kJ/mol: 77.0
Total energy, Eh: -438.29973
E_LUMO, eV: 0.713
Charge: 0


# C10H13BrSi

A single C10H13BrSi molecule at a distorted geometry (ωB97M-V/def2-TZVPD, the OMol25 dataset).

Last column: Löwdin charge in e.
Positions of all 25 atoms, in Å:
C: -3.158 1.345 1.392  0.030
C: -1.885 1.032 1.126  -0.153
C: -1.547 -0.297 0.617  -0.230
C: -2.434 -1.277 0.519  -0.004
C: -2.088 -2.626 0.541  -0.093
C: -0.732 -3.002 0.865  -0.102
C: 0.233 -2.038 0.765  -0.133
C: 0.087 -0.559 0.555  -0.263
Si: 1.648 0.445 -0.230  0.325
C: 1.857 0.366 -2.143  -0.208
C: 1.728 2.121 0.629  -0.220
Br: 3.451 -0.806 0.406  0.360
H: -3.678 2.166 1.938  0.071
H: -3.944 0.643 1.096  0.051
H: -1.119 1.726 1.219  0.048
H: -2.813 -3.395 0.141  0.106
H: -0.545 -4.090 0.918  0.107
H: 1.318 -2.371 0.468  0.063
H: 0.124 -0.148 1.561  0.100
H: 2.338 -0.518 -2.402  -0.017
H: 0.993 0.317 -2.664  -0.025
H: 2.507 1.223 -2.562  0.074
H: 2.102 2.037 1.741  0.084
H: 2.432 2.705 0.090  0.005
H: 0.670 2.480 0.686  0.022

Calculated values
Relative energy (zero: lowest compared OMol25 entry of this formula, charge and spin), kJ/mol: 416.2
Total energy, Eh: -3252.21149
E_LUMO (alpha / beta), eV: -0.294 / -0.293
Charge: 0


# C16H48O8

8 unconnected molecules or ions with the total composition C16H48O8 at a distorted geometry (ωB97M-V/def2-TZVPD, the OMol25 dataset).

Last column: Löwdin charge in e.
Positions of all 72 atoms, in Å:
C: -30.373 30.347 20.833  -0.045
C: -31.842 30.981 20.568  -0.313
O: -31.806 32.312 20.927  -0.002
H: -30.414 29.223 20.814  0.088
H: -29.913 30.613 21.647  -0.017
H: -29.764 30.715 19.917  0.081
H: -32.559 30.247 21.120  0.133
H: -32.019 30.748 19.610  0.054
H: -32.572 32.565 20.544  0.027
C: -26.373 26.903 16.639  -0.064
C: -26.238 28.459 16.842  -0.405
O: -27.157 28.890 17.608  -0.059
H: -27.349 26.621 16.324  0.057
H: -26.151 26.209 17.436  0.069
H: -25.570 26.616 16.035  0.045
H: -26.257 28.961 15.871  0.116
H: -25.197 28.534 17.275  0.142
H: -28.050 28.862 17.144  0.165
C: -26.011 37.301 20.154  -0.130
C: -25.162 37.034 21.264  -0.296
O: -24.259 35.881 20.918  -0.192
H: -25.424 37.405 19.095  0.136
H: -26.492 38.359 20.379  0.135
H: -26.526 36.459 19.845  0.024
H: -25.890 36.697 21.984  0.113
H: -24.346 37.747 21.417  0.127
H: -24.007 35.386 21.846  0.179
C: -20.847 35.416 17.477  -0.102
C: -21.899 34.880 18.442  -0.370
O: -22.989 35.732 18.515  -0.133
H: -20.193 34.604 17.133  0.078
H: -20.369 36.218 17.935  0.029
H: -21.253 36.075 16.608  0.109
H: -21.415 34.531 19.331  0.103
H: -22.276 34.034 17.798  0.101
H: -23.513 35.619 19.412  0.074
C: -24.947 33.814 15.507  -0.057
C: -24.444 32.433 15.815  -0.254
O: -23.177 32.477 15.141  -0.046
H: -24.234 34.653 15.613  0.102
H: -25.659 33.814 16.222  0.003
H: -25.324 33.902 14.526  0.071
H: -24.856 31.844 15.234  0.026
H: -24.155 32.154 16.885  0.153
H: -22.863 31.748 15.489  -0.017
C: -26.729 29.566 22.510  -0.067
C: -25.896 28.776 23.532  -0.319
O: -25.983 27.409 23.353  -0.088
H: -26.379 29.361 21.601  0.012
H: -26.856 30.706 22.633  0.117
H: -27.730 29.390 22.423  0.018
H: -25.982 28.911 24.669  0.132
H: -24.817 28.931 23.139  0.120
H: -25.609 26.987 24.126  0.080
C: -26.360 33.423 19.281  -0.090
C: -27.031 32.129 18.608  -0.275
O: -26.334 30.986 19.141  -0.071
H: -25.883 33.197 20.241  0.041
H: -27.312 34.130 19.258  0.094
H: -25.414 33.963 18.550  0.136
H: -27.026 32.412 17.558  0.082
H: -28.147 32.142 19.009  0.123
H: -26.778 30.241 18.934  -0.019
C: -22.068 30.682 21.762  -0.105
C: -23.274 31.424 21.228  -0.326
O: -23.818 30.418 20.426  -0.082
H: -21.195 30.324 21.052  0.126
H: -22.428 30.124 22.689  0.084
H: -21.584 31.365 22.481  0.051
H: -23.115 32.288 20.668  0.080
H: -24.175 31.486 21.961  0.140
H: -24.470 30.836 19.991  -0.034

Calculated values
Relative energy (zero: lowest compared OMol25 entry of this formula, charge and spin), kJ/mol: 1216.4
Total energy, Eh: -1239.84477
E_LUMO, eV: 0.378
Charge: 0


# C6H12CsF6N2O5S2

A molecular structure, C6H12CsF6N2O5S2 at a distorted geometry (ωB97M-V/def2-TZVPD, the OMol25 dataset).

Last column: Löwdin charge in e.
Positions of all 34 atoms, in Å:
Cs: 1.651 -1.783 -3.697  0.941
C: -4.824 -0.633 -2.239  -0.612
F: -5.855 -0.145 -2.963  0.107
F: -5.236 -1.380 -1.205  0.133
F: -4.083 -1.451 -3.043  0.095
S: -3.841 0.884 -1.661  0.701
O: -4.378 1.473 -0.438  -0.305
O: -2.513 0.254 -1.476  -0.384
N: -3.993 1.986 -3.062  -0.285
S: -2.579 2.698 -2.890  0.561
O: -2.210 3.168 -1.565  -0.342
O: -1.540 1.878 -3.554  -0.389
C: -2.838 4.346 -3.915  -0.716
F: -4.037 4.749 -3.825  0.197
F: -2.009 5.257 -3.434  0.145
F: -2.593 4.094 -5.202  0.127
C: 1.233 -0.232 3.207  0.021
C: 2.817 -0.675 3.200  -0.197
C: 3.130 -2.122 2.712  -0.179
O: 2.667 -2.513 1.409  -0.196
C: 3.063 -3.827 0.983  -0.075
N: 3.765 0.443 2.622  0.230
H: 3.617 0.804 1.691  0.166
H: 3.467 1.222 3.192  0.155
H: 4.749 0.294 2.795  0.164
H: 1.045 0.736 3.672  0.083
H: 0.683 -1.059 3.654  0.093
H: 0.863 -0.179 2.183  0.084
H: 3.225 -0.672 4.211  0.140
H: 2.811 -2.816 3.489  0.138
H: 4.200 -2.329 2.682  0.122
H: 4.129 -3.838 0.757  0.088
H: 2.549 -3.986 0.036  0.087
H: 2.864 -4.647 1.674  0.100

Calculated values
Relative energy (zero: lowest compared OMol25 entry of this formula, charge and spin), kJ/mol: 0.0
Total energy, Eh: -2136.84361
E_LUMO, eV: -4.141
Charge: +1


# C5H8LiMgO4

A molecular structure, C5H8LiMgO4 at a distorted geometry (ωB97M-V/def2-TZVPD, the OMol25 dataset).

Last column: Löwdin charge in e.
Positions of all 19 atoms, in Å:
C: -1.476 -1.122 2.102  -0.124
C: -1.957 0.021 1.211  -0.535
O: -1.095 1.082 1.189  -0.446
Li: 0.627 1.025 1.595  0.631
H: -2.223 -1.927 2.173  0.068
H: -0.542 -1.547 1.699  0.057
H: -1.264 -0.749 3.118  0.069
H: -2.977 0.338 1.523  0.096
H: -2.104 -0.387 0.132  0.097
O: 1.363 1.186 -2.956  -0.075
C: 2.244 0.767 0.164  -0.283
C: 0.408 0.594 -2.454  -0.130
O: 3.322 1.286 -0.124  -0.155
O: 1.953 -0.211 -0.865  -0.278
C: 0.610 -0.311 -1.279  -0.179
Mg: 3.377 0.739 -2.219  0.791
H: -0.563 0.552 -2.977  0.152
H: 0.371 -1.347 -1.567  0.155
H: -0.075 0.012 -0.464  0.090

Calculated values
<S²>: 0.75
Multiplicity: 2
Relative energy (zero: lowest compared OMol25 entry of this formula, charge and spin), kJ/mol: 36.5
Total energy, Eh: -703.87542
E_LUMO (alpha / beta), eV: -0.376 / -0.539
Charge: 0


# C7H10N2

A single C7H10N2 molecule at a distorted geometry (ωB97M-V/def2-TZVPD, the OMol25 dataset).

Last column: Löwdin charge in e.
Positions of all 19 atoms, in Å:
C: 0.856 1.180 -2.597  -0.246
C: 0.699 1.228 -0.508  -0.055
C: 0.070 0.083 -0.941  -0.297
C: 0.149 0.302 1.316  -0.071
C: -0.485 -0.657 0.197  -0.275
C: -0.821 1.111 2.088  -0.101
C: 0.102 -2.074 0.474  -0.046
N: 1.146 1.911 -1.552  0.051
N: 0.094 0.106 -2.298  0.080
H: 0.906 1.549 -3.671  0.136
H: 1.090 0.020 1.730  0.096
H: -1.492 -0.703 0.212  0.091
H: -1.748 1.089 1.524  0.078
H: -0.486 2.137 2.213  0.081
H: -0.986 0.654 3.074  0.085
H: -0.593 -2.778 0.046  0.064
H: 0.281 -2.169 1.619  0.112
H: 0.975 -2.239 -0.036  0.037
H: 0.245 -0.751 -2.890  0.179

Calculated values
Relative energy (zero: lowest compared OMol25 entry of this formula, charge and spin), kJ/mol: 444.2
Total energy, Eh: -382.08298
E_LUMO, eV: 0.778
Charge: 0